70
Properties=species:S:1:pos:R:3:forces:R:3:lowdin_charge:R:1 method="wB97M-V/def2-TZVPD" energy_ha=-2872.416131 e_above_lowest_kj_mol=0.0 orbital_gap_ev=7.676 total_charge=+1 lumo_ev=-3.2 molar_mass_g_mol=833.47
Bi 1.19543 0.33736 0.25319 -0.09 -0.03 0.02 1.97
P 2.26976 1.39326 3.00734 0.01 -0.01 -0.01 0.25
P 1.82668 -1.62258 3.02738 0.06 0.02 -0.04 0.34
O -3.26046 -0.98800 -2.16411 0.00 0.00 0.00 0.06
O 3.41414 1.34295 2.05104 0.01 0.01 0.02 -0.35
O 0.28274 -1.72789 3.34023 -0.04 0.01 -0.01 -0.10
O 0.87092 1.39717 2.42371 0.01 -0.01 0.03 -0.44
O 2.64934 -2.71220 3.59903 -0.02 0.00 -0.03 -0.27
O -0.71809 -0.59516 1.00974 0.00 -0.03 -0.03 -0.27
O 1.99882 -1.30376 1.54066 0.02 0.04 0.07 -0.46
O 2.43203 2.59742 4.04453 0.01 0.00 0.01 -0.10
N -0.91956 -1.72174 -0.98851 0.00 0.00 0.01 0.12
N 3.89143 -0.43361 4.14560 0.02 -0.02 0.02 0.17
N 3.04174 -0.95086 -1.08892 0.02 0.01 -0.02 -0.01
N -0.95966 1.85414 -0.23674 0.01 -0.03 0.01 0.03
N 0.43473 -1.54193 -1.00057 -0.01 -0.01 -0.01 -0.11
N 0.56659 1.08446 -2.37797 -0.01 0.03 0.00 0.04
C -3.01580 2.64578 0.68523 -0.01 0.01 -0.01 -0.02
C 0.86722 0.83383 -4.73934 0.00 0.01 0.00 -0.03
C -2.90182 -1.01931 0.19354 0.00 -0.01 -0.01 -0.08
C -4.79488 -0.73339 1.68419 0.01 0.00 0.00 -0.07
C -3.58787 2.68543 -0.55859 0.01 0.00 0.01 0.01
C -3.43993 -0.90059 1.47671 -0.01 -0.01 0.00 -0.01
C -1.68952 2.21702 0.80123 0.00 0.00 0.00 -0.11
C 2.62205 -2.05643 -1.71854 -0.01 0.00 0.00 -0.27
C -2.83116 2.30985 -1.68093 0.01 0.00 0.00 -0.15
C -5.13027 -0.75270 -0.69637 0.00 0.01 0.00 -0.02
C 3.49755 -2.90668 -2.37325 0.01 -0.01 0.00 0.00
C 1.31849 0.77801 -3.41653 -0.02 -0.01 -0.01 -0.13
C -3.36764 2.34218 -3.01195 0.00 0.00 -0.01 -0.01
C 1.76378 -0.10037 5.37888 0.00 0.02 -0.01 -0.07
C -1.25141 1.56503 -3.88952 0.00 0.01 0.01 -0.14
C -5.64108 -0.65865 0.58468 0.00 0.00 0.00 -0.07
C 5.28338 -1.46889 -1.69423 0.00 0.00 0.01 -0.03
C -2.61120 1.99018 -4.06964 0.00 0.00 0.01 -0.01
C -3.76545 -0.93633 -0.90682 0.00 0.00 0.01 -0.26
C 2.41382 -0.13580 4.00482 -0.03 -0.03 -0.04 -0.50
C -1.43604 -1.13369 0.05824 0.03 0.02 0.02 -0.41
C -1.51000 1.89360 -1.46735 0.00 0.00 -0.03 -0.15
C 4.33767 -0.66764 -1.06772 0.01 -0.01 -0.01 -0.11
C 1.17746 -2.32440 -1.67168 0.00 0.00 0.00 -0.04
C -0.70113 1.49617 -2.60141 0.05 -0.01 0.00 -0.15
C -0.42748 1.21715 -4.97193 0.00 -0.01 0.00 0.01
C 4.85215 -2.60329 -2.35924 0.00 0.00 0.00 -0.03
H 2.33357 0.46292 -3.20249 0.00 0.00 0.00 0.10
H -2.76692 -0.94721 2.32234 0.01 0.00 0.00 0.12
H -3.98161 -0.87807 -2.79439 0.00 0.00 0.00 0.11
H 4.35937 -0.08042 3.29911 -0.01 0.02 0.00 0.14
H 1.84244 -1.06924 5.87432 0.00 0.00 0.00 0.10
H 2.21891 0.66888 6.00663 0.00 0.00 0.00 0.09
H 5.56076 -3.25084 -2.85774 0.00 0.00 0.00 0.12
H -3.00861 2.03044 -5.07608 0.00 0.00 0.00 0.12
H -4.39035 2.67283 -3.14585 0.00 0.00 0.00 0.12
H -0.24554 -1.37645 2.59108 0.00 0.01 0.02 0.05
H 4.30009 0.00899 4.96731 0.00 0.01 0.00 0.17
H -6.70611 -0.52646 0.72400 0.00 0.00 0.00 0.11
H 3.12449 -3.78940 -2.87471 0.00 0.00 0.00 0.12
H 0.70531 0.12860 5.26824 0.00 0.00 0.01 0.09
H 1.60017 3.03311 4.26508 0.00 0.00 -0.01 0.09
H 6.33009 -1.20419 -1.65254 0.00 0.00 0.00 0.11
H -3.56822 2.92531 1.57085 0.00 0.00 0.00 0.12
H -5.18948 -0.66433 2.68811 0.00 0.00 0.00 0.11
H 4.62558 0.22529 -0.52328 0.00 0.00 -0.01 0.12
H 1.53527 0.57315 -5.54786 0.00 0.00 0.00 0.11
H -5.79156 -0.68826 -1.55397 0.00 0.00 0.00 0.12
H -4.61550 3.00142 -0.69029 0.00 0.00 0.00 0.13
H -0.82307 1.26259 -5.97916 0.00 0.00 0.00 0.13
H 3.95749 -1.47162 4.19048 0.00 -0.01 0.01 0.13
H -1.20682 2.14449 1.76785 0.00 0.00 0.00 0.10
H 0.75282 -3.17661 -2.19516 0.00 0.00 0.00 0.14



65
Properties=species:S:1:pos:R:3:forces:R:3:lowdin_charge:R:1 method="wB97M-V/def2-TZVPD" energy_ha=-7637.336341 e_above_lowest_kj_mol=73.2 orbital_gap_ev="5.296 / 7.150" lumo_ev="-0.3 / -0.6" molar_mass_g_mol=694.20 multiplicity=3
Br -3.17075 -3.59775 2.93323 -0.18 0.03 -0.09 0.76
Br -7.99225 -1.53655 0.76433 0.15 0.05 -0.03 0.75
Ti -1.32385 -0.73535 -0.49897 -1.18 0.07 -0.04 1.02
O 0.74465 2.49125 0.15273 -0.13 0.04 -0.06 0.09
O 4.46695 -3.70085 1.89623 -0.01 -0.08 0.07 0.08
O -1.47875 0.12195 1.45113 -0.11 0.50 0.38 -0.07
O -0.52235 0.89835 -0.75417 0.96 1.69 -0.77 -0.09
O -2.02245 -2.15715 0.44713 -0.36 -1.86 1.02 -0.22
N 0.07045 -1.67825 -1.39747 2.73 -1.02 -0.87 -0.07
N -3.12335 -0.50895 -1.18597 -0.67 -0.07 -0.21 -0.01
N 2.79435 -2.57855 0.88763 -0.53 -0.16 0.28 0.14
N 5.03475 -1.80135 0.82523 0.41 -0.05 -0.15 0.14
C -5.92505 -0.18315 -1.35337 -0.07 0.24 -0.26 -0.05
C -2.71465 0.81025 -3.16227 -0.12 0.02 0.20 -0.03
C -3.68285 0.21325 -2.18987 -0.29 0.42 -0.72 -0.32
C -0.12475 1.64885 0.20053 0.21 1.02 1.48 -0.55
C 4.41155 2.26445 -0.03347 -0.01 -0.02 0.00 -0.27
C -4.08405 -2.57485 1.61983 0.63 0.10 -0.14 -0.61
C 4.13315 -2.73915 1.23703 0.10 -0.26 0.05 -0.52
C -5.38205 -0.96745 -0.31757 0.34 -0.27 0.48 -0.20
C -5.05285 0.37885 -2.28267 0.19 -0.13 0.16 -0.03
C 0.78925 -2.11215 -0.31297 -0.42 -0.25 -0.14 -0.06
C 2.87725 -1.59055 -1.36537 -0.58 -0.11 0.04 0.02
C -3.31505 -1.97875 0.61493 -1.32 -0.20 0.40 -0.41
C 2.14195 -1.13415 -2.45987 0.13 -0.14 0.35 -0.02
C 2.18115 -2.07175 -0.25007 0.43 0.24 -0.58 -0.21
C 5.73175 0.25825 -0.21567 -0.10 -0.27 0.10 -0.03
C -3.97375 -1.11835 -0.29227 -0.59 -0.62 0.54 -0.15
C -6.09145 -1.64485 0.69923 -0.06 -0.07 0.07 -0.61
C 4.09025 3.67705 -0.40827 0.00 0.06 0.03 -0.04
C 4.82455 -0.43095 0.58143 -0.06 0.47 0.02 -0.28
C 0.77015 -1.18015 -2.45087 -0.28 -0.32 -0.24 -0.11
C 5.52605 1.59265 -0.51637 -0.11 0.06 0.07 -0.04
C -2.12605 2.45755 1.39183 0.11 -0.21 -0.14 0.02
C 3.74875 0.25645 1.13363 0.15 -0.06 0.10 -0.02
C 3.55125 1.58445 0.82103 0.12 -0.02 -0.04 -0.03
C -0.96755 1.46515 1.50643 0.40 0.77 -0.10 -0.48
C -0.14325 1.62145 2.77673 -0.05 -0.08 -0.43 0.01
C -5.45975 -2.40975 1.66123 -0.22 0.13 -0.11 -0.18
H -2.81805 2.35045 2.22773 -0.06 -0.03 0.04 0.10
H 0.19015 -0.86555 -3.31447 0.07 0.04 0.23 0.11
H 4.26765 4.35335 0.42763 0.04 0.08 0.03 0.09
H -1.74605 3.47535 1.38263 0.07 0.08 0.04 0.10
H -2.20895 1.67125 -2.71457 0.07 -0.06 -0.11 0.08
H 2.70155 2.10995 1.22333 -0.11 0.03 0.06 0.09
H 0.37125 2.57575 2.77713 0.02 0.14 -0.01 0.09
H -0.78245 1.55655 3.65603 -0.05 0.00 0.08 0.09
H -6.99125 -0.03895 -1.43627 -0.01 -0.01 0.03 0.07
H -2.13215 0.01355 2.16503 0.14 -0.35 -0.45 0.15
H 3.03355 3.74225 -0.66157 -0.05 0.10 -0.07 0.07
H 0.60015 0.82595 2.81933 0.05 -0.01 0.06 0.09
H 5.99675 -2.08165 0.97663 -0.29 -0.07 0.08 0.16
H -5.45075 0.96305 -3.09847 0.02 0.05 -0.10 0.11
H 3.07745 -0.24645 1.81403 -0.06 -0.03 0.01 0.11
H 4.68625 4.01025 -1.25367 0.04 0.07 -0.06 0.08
H -1.95055 0.06605 -3.41677 -0.04 0.12 -0.11 0.07
H -6.03485 -2.88865 2.44013 -0.02 -0.02 -0.01 0.09
H -3.22785 1.12725 -4.06607 0.07 0.03 -0.08 0.08
H -2.65545 2.27985 0.44983 -0.07 0.02 0.17 0.10
H 0.21365 -2.60235 0.47583 0.10 0.10 -0.16 0.12
H 2.66065 -0.74915 -3.32277 -0.01 0.02 -0.12 0.12
H 6.24015 2.10785 -1.14217 0.04 0.07 -0.10 0.11
H 2.20335 -3.18275 1.44763 0.23 0.02 -0.08 0.16
H 3.95005 -1.62035 -1.40487 0.13 0.06 0.01 0.11
H 6.59465 -0.26225 -0.60547 0.09 -0.07 -0.10 0.11



60
Properties=species:S:1:pos:R:3:forces:R:3:lowdin_charge:R:1 method="wB97M-V/def2-TZVPD" energy_ha=-4532.872274 e_above_lowest_kj_mol=0.0 orbital_gap_ev=5.784 total_charge=-1 lumo_ev=2.4 molar_mass_g_mol=555.86
Br -0.17037 -1.77040 -3.17960 -0.75 -0.07 -1.16 0.44
Cl 2.76015 -3.05448 -2.42303 0.06 -0.66 0.13 0.37
F -2.26878 -1.94795 5.01594 -0.02 -0.02 0.01 0.05
F -3.18609 -0.18247 0.58462 -0.06 0.15 -0.06 0.07
F 8.17566 -0.95724 -6.19787 0.02 0.00 -0.02 0.03
F 1.98505 4.52980 -1.21583 0.02 0.03 0.01 0.04
N 1.85679 -2.27190 -1.13836 -0.28 1.00 -0.42 -0.55
C 6.21621 -1.37054 -4.95121 -0.02 -0.08 -0.12 -0.02
C 1.21680 2.48562 -2.10911 0.16 0.02 -0.01 -0.01
C -0.24952 1.61791 4.88330 0.03 0.05 0.00 -0.10
C 0.15581 1.64857 -2.42448 0.03 0.03 -0.07 -0.09
C -0.33393 4.12836 -1.25775 -0.04 0.21 0.10 -0.04
C -6.66574 0.45591 1.27980 0.03 -0.11 0.04 -0.09
C -4.78856 -1.57309 1.58222 0.10 -0.17 0.05 -0.01
C -1.60347 -0.77535 4.97236 0.10 0.20 -0.02 -0.29
C 7.20126 0.27258 -2.93990 -0.10 -0.09 -0.04 -0.09
C 7.95395 0.06394 -4.08780 0.20 0.10 -0.02 -0.04
C -0.45065 -0.68432 4.21965 0.09 -0.23 -0.13 -0.01
C 5.47335 -1.16405 -3.79707 0.00 0.05 -0.04 -0.08
C 0.22668 0.52412 4.17306 -0.07 0.08 0.09 -0.07
C 5.96511 -0.34144 -2.79314 0.02 0.07 0.08 -0.09
C -1.40872 1.50371 5.63783 0.08 -0.04 -0.07 -0.09
C -6.09129 -1.75767 2.02030 -0.02 0.11 -0.04 -0.09
C 0.95263 3.71020 -1.52981 -0.16 -0.18 -0.06 -0.29
C -4.44570 -0.36679 1.00348 -0.15 -0.04 0.06 -0.28
C -1.01826 -2.34388 0.69958 0.38 0.25 -0.07 -0.13
C -5.36320 0.65362 0.84647 0.02 0.17 -0.07 -0.02
C 0.49869 -2.41273 -1.34212 2.32 -0.46 2.43 -0.90
C -1.39065 3.28878 -1.58283 0.07 -0.10 -0.04 -0.10
C -0.15448 -1.54794 -0.26878 -0.97 -0.17 -0.23 -0.33
C 7.44498 -0.75442 -5.07456 -0.14 0.02 0.18 -0.30
C -7.03099 -0.74701 1.86851 -0.07 0.00 0.02 -0.11
C -2.09761 0.30020 5.68230 -0.17 -0.01 0.11 -0.03
C -1.14666 2.05156 -2.16266 -0.08 0.01 0.00 -0.09
H -1.77999 2.35436 6.19371 -0.03 0.00 0.00 0.10
H -4.04195 -2.34927 1.68402 0.04 0.03 -0.01 0.11
H 0.19511 -3.45839 -1.23691 -0.72 -0.07 -1.03 0.07
H -3.00789 0.19230 6.25713 0.00 -0.03 -0.01 0.11
H -1.75905 -2.87047 0.10772 -0.28 -0.30 0.13 0.07
H -5.05495 1.58536 0.39130 0.03 -0.02 -0.02 0.11
H 8.92318 0.52721 -4.21993 -0.01 -0.01 -0.03 0.11
H -0.84093 -0.88096 -0.77708 -0.02 0.40 -0.01 0.04
H 4.50988 -1.64228 -3.67290 0.02 0.01 0.01 0.03
H 2.23932 2.19187 -2.30769 0.00 -0.01 0.03 0.12
H -6.37258 -2.69449 2.48218 0.01 -0.02 -0.01 0.10
H -0.50037 5.09394 -0.79770 0.03 0.00 -0.01 0.11
H -1.96985 1.39373 -2.41038 0.02 -0.04 0.01 0.10
H -7.39724 1.24356 1.15745 0.01 0.02 0.00 0.10
H 0.28256 2.55904 4.84617 0.00 0.01 -0.01 0.10
H -8.04744 -0.89609 2.20840 0.00 0.00 0.00 0.10
H 0.58359 -0.94148 0.23802 0.37 0.01 0.03 0.09
H 7.58301 0.91657 -2.15845 0.03 0.01 0.00 0.10
H 5.84852 -2.00214 -5.74917 0.02 0.00 0.00 0.12
H -2.40661 3.60373 -1.38103 0.00 0.02 0.02 0.09
H 0.33877 0.67571 -2.87152 0.02 0.21 0.13 0.00
H -0.09243 -1.54849 3.67587 -0.04 0.00 -0.03 0.12
H -1.51845 -1.65091 1.36612 -0.18 -0.02 0.22 0.03
H 5.38058 -0.18269 -1.89673 -0.03 -0.04 -0.01 0.11
H 1.12606 0.61095 3.57909 0.00 -0.03 -0.03 0.11
H -0.43930 -3.04190 1.29881 0.08 -0.24 -0.01 0.07



58
Properties=species:S:1:pos:R:3:forces:R:3:lowdin_charge:R:1 method="wB97M-V/def2-TZVPD" energy_ha=-1771.990179 e_above_lowest_kj_mol=56.2 orbital_gap_ev=3.145 total_charge=+1 lumo_ev=-5.8 molar_mass_g_mol=450.57
S -1.42526 -2.96068 0.27824 0.61 0.81 0.62 1.13
F -2.53499 4.27067 -3.38286 0.29 -1.24 0.45 0.06
F 3.53772 4.32074 -3.20845 -0.23 -1.27 0.42 0.05
O 1.32962 -1.93832 0.44154 0.51 -1.07 -0.46 -0.15
N -1.37467 -1.59830 2.46449 -0.41 1.16 -0.57 -0.08
C 0.54677 2.58368 2.07962 0.15 -0.21 -0.11 -0.08
C -2.95805 -4.84560 1.68654 -0.14 -0.28 -0.08 -0.08
C 2.76753 0.29478 -2.89458 -0.32 0.09 0.38 -0.02
C 2.11510 2.58427 -2.41845 0.37 -0.27 -0.56 0.08
C -2.24873 -2.63587 2.68826 -0.05 -0.51 -0.14 -0.30
C 1.76325 1.20189 -2.40472 1.13 0.61 0.40 -0.16
C 3.99641 0.73055 -3.37448 -0.31 0.22 -0.43 -0.04
C -2.30512 2.95321 -3.07107 0.19 0.93 -0.37 -0.21
C 0.48591 0.70949 -1.92718 -0.42 -1.31 -1.39 0.11
C 1.68072 2.56447 2.90170 -0.25 -0.05 -0.13 -0.08
C -0.80739 1.24296 -2.23562 -1.07 0.45 0.90 -0.18
C -1.04798 -0.62126 3.49710 -0.05 0.08 0.56 0.01
C 2.50626 1.43623 2.93352 -0.18 0.08 -0.45 -0.07
C 0.96058 0.25934 1.46457 0.25 0.41 0.14 -0.21
C -1.10308 2.61877 -2.44974 -0.30 -0.11 -0.69 0.08
C 3.31324 2.97656 -3.03017 -0.39 0.89 -0.42 -0.21
C -3.06524 0.69922 -3.06115 -0.10 0.26 -0.28 -0.04
C 0.20060 1.44316 1.35014 0.18 -0.31 0.43 -0.07
C 0.43976 -1.00266 0.91394 -0.41 0.29 -1.03 -0.28
C 1.93772 -1.94548 -0.85966 -0.18 0.75 1.01 -0.07
C -1.90987 0.32540 -2.39255 0.73 0.00 0.05 0.01
C -2.96220 -2.76346 3.99574 -0.48 -0.36 0.42 -0.01
C -0.81455 -1.58475 1.20452 1.41 -0.50 0.65 -0.37
C -2.30587 -3.51051 1.65200 -0.60 -0.03 0.68 -0.53
C -3.26285 2.02132 -3.48715 0.99 -0.34 0.84 0.05
C 2.18481 0.31025 2.17531 -0.53 0.04 0.11 -0.02
C 4.25053 2.09290 -3.56886 -0.79 -0.31 0.86 0.04
H -3.82707 -0.03667 -3.31006 0.20 0.07 0.23 0.12
H -1.36009 0.39365 3.22234 0.27 -0.25 -0.13 0.10
H 2.81898 -0.57055 2.20882 -0.11 0.05 0.02 0.12
H -3.76887 -3.49777 3.89158 0.18 0.23 0.02 0.08
H 0.01832 -0.64182 3.76550 -0.31 0.06 -0.38 0.12
H 2.58384 -0.77845 -2.91872 -0.07 0.43 -0.01 0.11
H -0.39438 3.40392 -2.19047 -0.41 -0.21 -0.27 0.12
H 2.34203 -0.94707 -1.03938 -0.09 -0.36 -0.04 0.06
H 5.12698 2.43197 -4.10218 0.03 0.17 0.20 0.13
H -0.06591 3.48469 1.99455 0.22 -0.28 0.10 0.11
H -1.81282 -0.69843 -2.01933 0.12 0.28 -0.30 0.11
H 1.45290 3.34385 -2.00578 0.44 -0.19 -0.16 0.12
H -2.33679 -3.13243 4.82903 -0.02 0.27 -0.44 0.11
H -0.67418 1.40966 0.69858 0.11 0.19 0.28 0.11
H -1.60133 -0.87959 4.40026 0.12 -0.03 -0.18 0.08
H 0.44306 -0.36822 -1.67496 0.09 0.90 -0.36 0.09
H 1.91970 3.43090 3.51231 0.01 -0.11 -0.15 0.11
H -3.42815 -5.10336 0.73713 0.00 -0.02 0.02 0.08
H -2.22634 -5.62626 1.92901 -0.10 0.10 -0.11 0.10
H -4.11465 2.31577 -4.07976 -0.07 0.11 0.07 0.13
H -3.43922 -1.82526 4.31985 0.22 -0.27 -0.22 0.09
H 3.40581 1.44770 3.54600 -0.17 -0.05 -0.16 0.11
H -3.72286 -4.86967 2.46266 0.00 -0.07 -0.14 0.07
H 1.25055 -2.28448 -1.65164 0.00 0.18 0.24 0.10
H 2.76652 -2.64087 -0.81733 0.07 -0.19 0.14 0.10
H 4.75328 0.00583 -3.66851 -0.31 0.10 -0.10 0.12